# 1
179
Properties=species:S:1:pos:R:3 method="wB97M-V/def2-TZVPD" charge=0 e_lumo_ev=-0.43 orbital_gap_ev=7.632 e_above_lowest_kj_mol=94.0
O -12.9831 3.2426 11.1079
P -12.2860 4.5442 11.1243
N -11.3011 4.7566 12.4654
C -11.8197 5.2887 13.7481
C -10.0660 3.9617 12.5931
N -13.3300 5.8724 11.0878
C -14.7739 5.6926 10.8464
C -12.8775 7.2551 11.1893
N -11.1973 4.7805 9.8606
C -10.1148 5.7266 9.8226
C -11.7095 4.3948 8.5471
H -12.9058 5.2915 13.7636
H -11.3715 6.2840 13.8060
H -11.4232 4.7226 14.5896
H -10.3685 2.9411 12.8342
H -9.4923 4.4283 13.3949
H -9.5039 4.1198 11.6760
H -15.0855 6.5134 10.1968
H -14.9011 4.8128 10.2164
H -15.3399 5.6156 11.7723
H -13.3761 7.8361 10.4020
H -13.2007 7.7763 12.0932
H -11.8211 7.3593 10.9616
H -9.7517 6.0409 10.8002
H -9.2829 5.2680 9.2790
H -10.4337 6.6491 9.3189
H -11.8015 5.2526 7.8723
H -12.7158 3.9933 8.6558
H -11.0404 3.6650 8.0886
O -17.8419 9.3164 17.6635
P -19.1003 10.1047 17.6273
N -20.3007 9.6340 18.7149
C -20.4321 8.1907 18.9940
C -21.4549 10.4091 19.1285
N -19.8578 10.0097 16.1220
C -21.2989 10.0426 15.9108
C -19.0519 9.7331 14.9516
N -18.9502 11.7333 17.9734
C -18.0388 12.0598 19.0655
C -19.0422 12.6937 16.8759
H -19.4917 7.6479 18.8930
H -21.1092 7.7740 18.2442
H -20.7429 8.0247 20.0233
H -21.8788 10.0325 20.0607
H -22.1811 10.4857 18.3215
H -21.1506 11.4056 19.4637
H -21.8697 9.2397 16.3820
H -21.6434 11.0226 16.2451
H -21.5349 9.9281 14.8523
H -17.9861 9.7818 15.1724
H -19.2250 8.7313 14.5565
H -19.2892 10.4593 14.1674
H -18.4320 11.5846 19.9672
H -17.0440 11.6958 18.7909
H -17.9848 13.1241 19.2909
H -20.0948 12.7302 16.5845
H -18.4001 12.5310 16.0067
H -18.8506 13.7106 17.2222
O -22.7891 14.0111 11.3161
P -22.1998 12.9852 10.4076
N -20.9879 13.5821 9.3676
C -20.8972 15.0196 9.2160
C -20.0966 12.8544 8.4984
N -23.3660 12.2794 9.4117
C -23.1600 10.9928 8.7270
C -24.5413 12.9860 8.9874
N -21.4205 11.7023 11.1454
C -22.1271 10.5892 11.7732
C -20.1661 11.9792 11.8197
H -19.8726 15.3836 9.4001
H -21.3981 15.5131 10.0484
H -21.1487 15.2674 8.1803
H -20.2248 13.1840 7.4597
H -20.2408 11.7761 8.5323
H -19.0512 13.1002 8.7207
H -24.0982 10.5528 8.3946
H -22.5962 11.1614 7.7995
H -22.5876 10.3687 9.4042
H -24.7234 13.8301 9.6648
H -24.4217 13.4895 8.0210
H -25.4474 12.3905 9.1129
H -23.0897 10.3439 11.3171
H -21.4887 9.7272 11.9373
H -22.5828 10.9460 12.7124
H -19.5750 11.0758 11.9746
H -20.3276 12.5914 12.7102
H -19.4355 12.4761 11.1720
O -14.8968 15.0356 8.7169
P -14.5241 13.9428 9.6343
N -13.0479 14.1553 10.4354
C -12.6792 13.3709 11.5991
C -12.0345 15.0224 9.8563
N -14.5258 12.3899 8.9869
C -14.4973 12.1839 7.5424
C -14.4603 11.1922 9.8205
N -15.5534 13.9273 10.9951
C -16.8604 13.3024 10.8327
C -15.5822 15.1340 11.8064
H -12.7449 14.0340 12.4753
H -11.7175 12.8691 11.5189
H -13.4907 12.7080 11.8994
H -11.9494 15.9240 10.4733
H -12.3267 15.3796 8.8704
H -11.0657 14.5235 9.7951
H -14.7850 11.1694 7.2649
H -15.1107 12.9517 7.0767
H -13.4552 12.2257 7.1981
H -13.4454 11.1557 10.2368
H -14.9810 11.3769 10.7668
H -14.8800 10.3121 9.3475
H -17.2822 12.9998 11.7905
H -17.5574 14.0205 10.3709
H -16.8941 12.5117 10.0811
H -16.0351 15.9875 11.2996
H -14.5899 15.3482 12.2025
H -16.1515 14.9150 12.7146
O -23.4840 4.1276 16.0672
P -22.2807 3.9494 15.2180
N -21.5240 5.3589 14.5772
C -22.0829 5.9561 13.3598
C -21.0460 6.3357 15.5460
N -22.5674 3.0801 13.8226
C -23.9352 3.1580 13.2688
C -21.5394 2.5571 12.9288
N -21.0438 3.0541 15.9387
C -19.6095 3.3993 15.9294
C -21.4820 1.9526 16.7857
H -21.6441 5.3900 12.5392
H -21.8001 7.0088 13.3080
H -23.1708 6.0581 13.2878
H -20.0780 6.7612 15.2712
H -20.9124 5.8167 16.5003
H -21.7341 7.1487 15.7955
H -24.1064 2.2845 12.6448
H -24.6684 3.2570 14.0679
H -24.0759 4.0832 12.6997
H -20.8757 1.9870 13.5824
H -21.9653 2.0112 12.0937
H -20.9286 3.3830 12.5402
H -19.0758 2.7677 16.6340
H -19.2331 3.3129 14.9105
H -19.4344 4.4323 16.2332
H -21.5134 2.1940 17.8503
H -20.8735 1.0633 16.6134
H -22.5007 1.6519 16.5371
O -22.4489 7.7519 8.7491
P -22.5290 6.3369 8.2956
N -21.0398 5.5812 8.2013
C -20.1445 5.9623 7.0995
C -20.2425 5.3005 9.4018
N -23.2164 6.1854 6.7639
C -23.4850 4.8946 6.1398
C -23.8970 7.3602 6.2466
N -23.4207 5.2463 9.2152
C -24.7714 5.6635 9.5644
C -23.1478 3.8501 9.4149
H -19.7164 6.9639 7.2153
H -20.7010 5.9989 6.1607
H -19.3048 5.2912 6.9236
H -19.2206 5.0008 9.1966
H -20.7021 4.5054 9.9994
H -20.3277 6.1680 10.0639
H -24.3912 4.9128 5.5396
H -22.6996 4.6537 5.4083
H -23.3343 4.0926 6.8588
H -23.2630 8.2250 6.4506
H -23.9315 7.3373 5.1542
H -24.8878 7.5568 6.6646
H -25.3979 5.7096 8.6624
H -25.1633 4.9230 10.2584
H -24.8047 6.6695 9.9860
H -23.1895 3.5156 10.4511
H -22.1847 3.5597 8.9963
H -23.8854 3.2374 8.8760
C -17.9994 8.2396 11.1868
Br -19.2214 9.1359 10.0475
Br -19.0850 7.1287 12.4324
Br -16.8165 9.5056 12.1247
H -17.4319 7.4253 10.7575

# 2
12
Properties=species:S:1:pos:R:3 method="wB97M-V/def2-TZVPD" charge=0 e_lumo_ev=0.14 orbital_gap_ev=9.678 e_above_lowest_kj_mol=289.2
C -0.4931 -0.3234 -1.3561
C 0.1474 -1.4081 -0.9750
C -0.3503 1.0821 -0.8628
C 0.4782 0.3992 2.1917
H 0.0491 -2.3316 -1.4350
H 0.8851 -1.4288 -0.1577
H -0.6722 1.9736 -1.4861
H -0.3907 0.9157 2.5674
H 0.8741 -0.3742 2.8807
N 0.2113 1.4505 0.2337
N 0.9238 0.5696 1.0126
Cl -1.6627 -0.5245 -2.6135

# 3
93
Properties=species:S:1:pos:R:3 method="wB97M-V/def2-TZVPD" spin_multiplicity=5 charge=+1 s2=6.04 e_lumo_ev="-2.77 / -3.37" orbital_gap_ev="6.195 / 5.919" e_above_lowest_kj_mol=359.7
C -0.0713 -0.8002 -2.5238
C -1.3036 -1.7853 -0.8046
C -0.2726 -1.8824 -3.3678
C -1.7187 -2.8075 -1.7051
C -1.1931 -2.8634 -2.9833
H 0.2982 -1.9328 -4.2942
H -2.3704 -3.5896 -1.3190
H -1.4531 -3.6613 -3.6790
N -0.7791 -0.6410 -1.3823
P 0.6259 1.7733 -1.9928
P -0.9220 -1.2518 2.1257
C 1.0584 0.1810 -2.7969
H 2.0066 -0.1919 -2.3698
H 1.2174 0.2866 -3.8775
C 0.1763 1.8049 1.5765
O 0.4353 2.2502 2.6275
C -1.3278 -2.0235 0.5955
H -1.9912 -2.8784 0.8160
C -0.2121 -2.8941 2.9922
C -2.4790 -0.6343 3.1705
C 2.2095 2.6821 -1.5939
C -0.4338 2.5372 -3.3543
C 1.0740 -2.4209 3.6785
H 0.8876 -1.6494 4.4358
H 1.5422 -3.2840 4.1748
H 1.7911 -2.0323 2.9451
C -1.1505 -3.5670 3.9984
H -1.4763 -2.9174 4.8159
H -2.0294 -4.0084 3.5108
H -0.6028 -4.4055 4.4569
C 0.1621 -3.9707 1.9651
H 0.8539 -4.6859 2.4358
H -0.7026 -4.5299 1.5919
H 0.6824 -3.5424 1.1070
C -2.0036 -0.3196 4.6005
H -1.2629 0.4932 4.5854
H -2.8644 0.0226 5.1957
H -1.5521 -1.1656 5.1269
C -3.0212 0.6738 2.6010
H -2.2646 1.4661 2.6092
H -3.3844 0.5647 1.5737
H -3.8645 1.0135 3.2254
C -3.5978 -1.6690 3.0908
H -3.3380 -2.6277 3.5444
H -4.4785 -1.2832 3.6269
H -3.8874 -1.8481 2.0473
C -0.7061 3.9946 -2.9714
H -1.4500 4.3988 -3.6732
H -1.1251 4.0731 -1.9589
H 0.1918 4.6235 -3.0337
C -1.7669 1.7763 -3.4152
H -1.6466 0.7444 -3.7676
H -2.2683 1.7510 -2.4419
H -2.4281 2.3018 -4.1198
C 0.2028 2.4421 -4.7545
H -0.4344 3.0170 -5.4428
H 1.2144 2.8577 -4.8054
H 0.2267 1.4111 -5.1289
C 3.1946 1.7321 -0.8898
H 3.5253 0.9120 -1.5395
H 4.0848 2.3102 -0.5976
H 2.7676 1.2937 0.0187
C 1.8319 3.8098 -0.6184
H 1.4135 3.4076 0.3167
H 2.7431 4.3730 -0.3729
H 1.1046 4.5073 -1.0524
C 2.8655 3.2421 -2.8617
H 3.1057 2.4501 -3.5846
H 2.2577 4.0124 -3.3523
H 3.8143 3.7185 -2.5729
Cr -0.3269 0.9100 -0.0577
N 1.0877 -0.3630 0.3238
C 1.3379 -1.5357 0.4858
C 2.6028 -2.2486 0.4925
C 3.6747 -1.5759 1.0998
C 2.8240 -3.4900 -0.1398
C 4.9571 -2.1231 1.0921
H 3.4789 -0.6145 1.5793
C 4.0995 -4.0622 -0.0953
H 1.9919 -3.9913 -0.6367
C 5.1651 -3.3793 0.5084
H 5.7744 -1.5584 1.5490
H 4.2680 -5.0471 -0.5395
H 6.1689 -3.8098 0.5106
N -3.1700 1.9307 -0.4341
C -3.9479 3.0272 -0.2935
C -3.1326 4.0382 0.1829
C -1.8544 3.4997 0.3340
N -1.8782 2.1845 -0.0054
H -3.4811 0.9866 -0.6885
H -4.9987 3.0296 -0.5480
H -3.4130 5.0534 0.4097
H -0.9589 3.9938 0.6877

# 4
30
Properties=species:S:1:pos:R:3 method="wB97M-V/def2-TZVPD" charge=0 e_lumo_ev=0.29 orbital_gap_ev=10.752 e_above_lowest_kj_mol=51.7
C -0.0827 4.0450 0.5456
Cl -0.1879 5.7908 0.7450
Cl -1.2134 3.2453 1.6341
H -0.2364 3.7082 -0.4796
H 0.9216 3.6714 0.7457
C 3.8170 -1.7951 3.6637
Cl 2.9008 -0.4777 2.8718
Cl 3.2428 -3.3624 3.0676
H 4.8770 -1.6427 3.4602
H 3.6771 -1.7141 4.7416
C 1.7194 0.3630 -0.3981
Cl 1.2825 1.6517 -1.5281
Cl 3.4781 0.1097 -0.6771
H 1.5022 0.6860 0.6200
H 1.1706 -0.5529 -0.6172
C -0.5752 -2.7691 -2.8953
Cl -0.5926 -0.9669 -2.7811
Cl 0.8727 -3.4536 -2.1521
H -1.4554 -3.1841 -2.4042
H -0.6474 -3.0389 -3.9489
C -2.5612 1.9898 -1.9040
Cl -2.6574 1.0169 -0.4005
Cl -3.0024 3.7281 -1.5704
H -1.5664 1.9045 -2.3413
H -3.2957 1.6049 -2.6114
C -2.3832 -2.1789 0.8322
Cl -0.5527 -2.1455 0.6713
Cl -2.9137 -1.4175 2.3927
H -2.8191 -1.6077 0.0125
H -2.7188 -3.2082 0.7053

# 5
87
Properties=species:S:1:pos:R:3 method="wB97M-V/def2-TZVPD" charge=-1 e_lumo_ev=1.82 orbital_gap_ev=4.217
C 0.2254 3.0617 1.5987
C -1.0963 3.1575 0.5784
O -2.2162 3.6955 1.0677
O -0.9071 2.5857 -0.7637
C -1.9859 2.9600 -1.6913
C -1.9177 1.8430 -2.9344
In -1.5524 -0.2745 -2.1553
C 0.1811 -0.4472 -0.7072
C 0.6160 -2.0186 -0.3566
C 1.1220 -2.7230 -1.7514
O 1.7404 -2.0263 0.6372
S -3.7058 -1.1505 -1.2419
O -4.7365 -1.3469 -2.4134
O -3.3967 -2.5842 -0.6668
C -4.4664 -0.1277 0.1308
F -3.5367 -0.1332 1.2837
F -4.7835 1.2738 -0.2280
F -5.7296 -0.7827 0.5446
H 0.9837 3.8714 1.2015
H 0.6933 1.9905 1.4506
H -0.0927 3.2063 2.7155
H -3.0692 2.8723 -1.2575
H -1.7498 4.0137 -2.1808
H -1.1443 2.1762 -3.7672
H -2.9978 1.8787 -3.4398
H -1.1257 -1.2987 -3.6117
H 1.1181 0.1540 -1.1111
H -0.1145 0.0248 0.3486
H -0.2531 -2.6252 0.1604
H 2.1886 -2.3049 -2.0071
H 0.4391 -2.4983 -2.6818
H 1.0925 -3.8943 -1.5895
H 1.3361 -1.6143 1.4605
C -5.5745 -4.7228 -2.3864
C -5.7426 -5.6352 -3.5297
N -5.8755 -6.3562 -4.4331
H -4.5484 -4.7386 -2.0037
H -5.8022 -3.6868 -2.6586
H -6.2341 -4.9911 -1.5542
C 5.7380 -2.7331 0.0317
C 4.2971 -2.5247 0.2515
N 3.1585 -2.3600 0.4251
H 6.3181 -1.8364 0.2743
H 6.1279 -3.5479 0.6509
H 5.9557 -2.9867 -1.0112
C -9.0523 -1.2059 0.5088
C -10.2175 -1.2026 1.4090
N -11.1381 -1.2000 2.1203
H -9.2117 -0.5602 -0.3614
H -8.1490 -0.8494 1.0149
H -8.8361 -2.2107 0.1306
C 0.6398 3.6638 -6.1373
C 0.7073 2.3831 -5.4139
N 0.7606 1.3712 -4.8423
H -0.0971 4.3411 -5.6928
H 1.6034 4.1840 -6.1295
H 0.3573 3.5218 -7.1859
C 3.1170 3.7010 4.4533
C 2.9488 2.7886 3.3099
N 2.8160 2.0677 2.4065
H 4.1430 3.6852 4.8359
H 2.8892 4.7370 4.1810
H 2.4573 3.4328 5.2854
C -1.2838 2.4130 5.7511
C 0.0763 2.4231 6.3150
N 1.1510 2.4312 6.7606
H -1.3718 1.7050 4.9201
H -2.0300 2.1273 6.4999
H -1.5704 3.3983 5.3682
C 1.3986 6.9706 -3.8961
C 1.8969 6.4466 -5.1787
N 2.2907 6.0326 -6.1922
H 2.1385 7.6129 -3.4067
H 0.4897 7.5670 -4.0285
H 1.1571 6.1639 -3.1959
C 8.3752 -5.2639 2.3228
C 8.6398 -4.1199 1.4343
N 8.8488 -3.2160 0.7323
H 8.6900 -6.2097 1.8690
H 8.9083 -5.1686 3.2746
H 7.3093 -5.3564 2.5568
C 3.1445 -3.7005 4.3021
C 3.8081 -4.3099 3.1375
N 4.3324 -4.7914 2.2173
H 2.0539 -3.7267 4.2058
H 3.3998 -4.2209 5.2313
H 3.4328 -2.6516 4.4291

# 6
23
Properties=species:S:1:pos:R:3 method="wB97M-V/def2-TZVPD" charge=0 e_lumo_ev="0.20 / 0.10" orbital_gap_ev="6.866 / 7.141" e_above_lowest_kj_mol=311.1
C -1.4090 0.4765 3.1053
C 0.7737 -1.1457 -1.9765
C -0.4368 -1.4039 -1.4589
C 1.0421 -0.2554 -3.1716
C -1.0765 1.5268 0.3773
C 1.2406 0.6754 2.0247
C -0.7031 -2.1231 -0.2699
P -0.5611 0.2169 1.6806
H -1.0960 0.1544 4.0342
H -2.4012 0.7117 3.0819
H 1.6955 -1.4316 -1.3802
H -1.3302 -0.9089 -1.9311
H 0.1483 -0.4761 -3.8911
H 1.1161 0.8369 -2.8724
H 1.9963 -0.4368 -3.6618
H -0.3602 1.4685 -0.4409
H -2.1548 1.3378 -0.0170
H -1.1125 2.5275 0.9245
H 1.3991 0.8880 3.0362
H 1.9462 -0.0205 1.6946
H 1.4056 1.5932 1.3954
H 0.1598 -2.6494 0.1111
H -1.7192 -2.4065 -0.1922

# 7
57
Properties=species:S:1:pos:R:3 method="wB97M-V/def2-TZVPD" charge=0 e_lumo_ev=0.48 orbital_gap_ev=8.668 e_above_lowest_kj_mol=1668.9
C -4.7385 -2.5370 -0.8634
O -3.7421 -1.9320 -0.0586
C -3.2595 -0.5847 -0.3700
C -2.4610 -0.1605 0.5305
C -1.9536 0.9839 0.1695
C -1.1176 1.6954 1.2544
C -0.6507 2.8990 1.1021
C -0.9609 3.7429 -0.3451
C -1.8813 3.1819 -1.1864
C -2.3301 1.8318 -0.8522
C -3.3484 1.4873 -1.7093
C -3.9132 0.1451 -1.5873
H -4.4912 -0.5574 -2.2958
H -3.5638 1.9209 -2.5762
H -2.1471 3.6655 -2.1126
H -0.6008 4.6708 -0.2906
H 0.1688 3.3210 1.6779
H -0.7867 1.2232 2.1826
C -1.9497 -0.8572 1.6611
N -0.7515 -1.4233 1.5743
C 0.3096 -1.1225 2.0806
O 0.1926 -0.4004 3.3716
C 1.6694 -1.4460 1.5984
H 2.4221 -1.1223 2.3337
H 1.7193 -2.4807 1.2980
C 1.9164 -0.9704 0.0988
N 3.1598 -0.5938 -0.0678
C 4.1704 -1.2642 -0.3808
C 3.7596 -2.1933 -1.5521
N 2.4942 -2.6290 -1.5828
C 1.4846 -1.9744 -0.9461
O 0.3023 -2.5453 -1.1100
H 2.2123 -3.2587 -2.2994
H 3.9945 -1.6152 -2.5378
H 4.4551 -3.0968 -1.7698
H 4.1582 -1.9421 0.5120
H 5.1513 -0.9634 -0.5605
C 3.1713 0.7552 -0.6962
H 2.5438 0.6119 -1.8485
C 2.5741 2.1358 -0.1584
C 2.7435 3.0966 -1.0771
H 1.8488 3.0378 -1.8256
H 2.2232 4.0339 -0.7091
H 3.6084 3.2176 -1.6127
C 3.4814 2.3786 0.8680
H 4.7578 2.4651 0.5981
H 3.6917 1.3574 1.6569
H 3.3437 3.0351 1.5200
H 1.6990 1.9385 0.0099
H 4.0761 0.9573 -1.2309
H 1.1200 -0.1468 -0.0690
H -0.5683 -1.9085 0.5180
H -2.5520 -1.7420 1.7625
H -1.9393 -0.4696 2.7489
H -4.2243 -2.7442 -1.8209
H -4.9645 -3.4166 -0.3056
H -5.7459 -2.0331 -1.1127

# 8
13
Properties=species:S:1:pos:R:3 method="wB97M-V/def2-TZVPD" charge=-1 e_lumo_ev=4.24 orbital_gap_ev=6.902 e_above_lowest_kj_mol=43.1
C 0.3900 -1.1530 -0.9567
C 0.2210 -1.3498 0.5481
S -1.2461 -0.3747 1.1834
N 0.9032 0.1529 -1.3639
H -0.5929 -1.2223 -1.4477
H 0.9203 -2.0347 -1.3432
H 1.0732 -0.8769 1.0258
H -0.0765 -2.3567 0.8101
H 1.9159 0.1072 -1.4400
H 0.6900 0.8291 -0.6332
H -1.1838 2.3150 1.7975
H -1.7552 2.8211 0.5293
O -1.2592 3.1428 1.2905